DFT (ωB97M-V/def2-TZVPD) results for a structure of composition C35H41ClCoN5O.

```
84
C35H41ClCoN5O (ωB97M-V/def2-TZVPD)
Co -1.339 1.282 -0.311
C 1.305 4.809 0.046
C 0.631 5.513 1.033
C -0.511 4.972 1.598
C -0.987 3.726 1.182
C -0.323 2.991 0.181
C 0.825 3.569 -0.363
C -2.208 3.138 1.782
C -2.994 3.817 2.751
C -4.093 3.219 3.277
C -4.462 1.921 2.858
C -5.593 1.237 3.357
C -5.901 -0.010 2.895
C -5.094 -0.620 1.911
C -3.993 0.018 1.411
C -3.650 1.307 1.880
N -2.546 1.930 1.377
H 2.198 5.225 -0.405
H 0.991 6.479 1.363
H -1.016 5.540 2.369
H 1.372 3.047 -1.144
H -2.723 4.812 3.069
H -4.698 3.727 4.019
H -6.208 1.719 4.107
H -6.769 -0.534 3.275
H -5.358 -1.602 1.542
H -3.388 -0.414 0.625
C 4.571 -3.189 2.802
C 4.286 -3.663 1.371
C 5.596 -3.622 0.574
C 3.820 -5.124 1.439
C 3.213 -2.774 0.649
O 2.829 -3.378 -0.575
C 3.717 -1.318 0.438
C 4.189 -0.948 -0.974
C 3.084 -0.711 -1.976
C 2.991 -1.481 -3.130
C 1.971 -1.288 -4.048
C 1.030 -0.301 -3.810
Cl -0.262 -0.070 -4.948
C 1.109 0.501 -2.684
C 2.139 0.291 -1.778
C 1.919 -2.764 1.480
N 0.814 -2.094 0.821
C 0.466 -0.811 0.918
N -0.519 -0.557 0.082
C -0.759 -1.759 -0.511
N 0.033 -2.714 -0.091
H 5.359 -3.808 3.234
H 3.697 -3.292 3.447
H 4.911 -2.154 2.847
H 6.330 -4.271 1.053
H 6.024 -2.620 0.525
H 5.464 -3.994 -0.446
H 4.648 -5.752 1.774
H 3.487 -5.481 0.466
H 3.006 -5.263 2.152
H 3.560 -3.333 -1.197
H 4.531 -1.122 1.134
H 2.931 -0.612 0.704
H 4.875 -1.707 -1.362
H 4.783 -0.034 -0.886
H 3.728 -2.255 -3.321
H 1.901 -1.899 -4.937
H 0.368 1.275 -2.520
H 2.197 0.931 -0.904
H 2.089 -2.250 2.424
H 1.596 -3.783 1.678
H 0.929 -0.101 1.584
H -1.522 -1.886 -1.261
C -4.158 0.143 -3.281
C -3.595 1.310 -2.457
C -4.734 1.945 -1.636
C -3.007 2.374 -3.395
N -2.632 0.827 -1.526
H -4.892 0.494 -4.011
H -4.635 -0.584 -2.621
H -3.349 -0.356 -3.819
H -5.533 2.285 -2.299
H -4.359 2.802 -1.072
H -5.144 1.218 -0.932
H -3.768 2.786 -4.063
H -2.213 1.937 -4.004
H -2.577 3.184 -2.802
```

As for the spin multiplicity: 5. As for the energy relative to the best compared isomer or geometry (same formula, charge and spin): 0.0 kJ/mol. The LUMO energy (alpha / beta) comes out at 0.133 / -0.001 eV. Its HOMO energy (alpha / beta) is -7.090 / -7.151 eV. As for the HOMO-LUMO gap (alpha / beta): 0.26543 / 0.26273 hartree.



DFT (ωB97M-V/def2-TZVPD) results for a structure of composition C35H41F3NaO4Si at a distorted geometry.

```
85
C35H41F3NaO4Si (ωB97M-V/def2-TZVPD)
C -8.482 -3.880 -1.579
C -6.973 -3.718 -2.144
C -6.891 -3.625 -3.752
C -6.151 -2.315 -4.314
O -4.909 -2.613 -5.052
C -3.857 -2.316 -4.089
C -3.631 -3.414 -2.996
C -2.526 -3.187 -1.918
C -1.737 -1.857 -2.007
C -1.964 -0.745 -3.061
C -3.051 -0.970 -4.136
C -1.055 0.584 -2.942
O -0.688 1.133 -4.008
C -0.678 1.033 -1.471
C -0.446 -0.083 -0.418
C -0.076 0.305 1.026
C 0.136 1.788 1.518
C 0.559 1.950 3.033
F -0.395 1.162 3.803
F 0.501 3.259 3.576
C 2.007 1.343 3.413
C 2.040 -0.251 3.572
Si 3.719 -0.875 4.343
C 3.246 -2.506 5.294
C 4.436 0.328 5.646
C 4.951 -1.409 2.978
C 5.669 -0.388 2.056
C 6.620 -0.888 0.938
C 6.901 -2.388 0.686
C 6.205 -3.437 1.606
C 5.239 -2.931 2.737
C -0.098 2.894 0.464
C 0.056 4.433 0.849
C 1.561 4.991 0.903
C 2.685 3.913 1.255
F 1.598 6.012 1.953
C -0.524 2.530 -1.012
C -0.829 3.626 -2.141
C 0.471 4.166 -2.916
C 1.866 3.549 -2.429
O 0.542 5.635 -2.917
C -0.619 -1.607 -0.884
O 0.077 -2.506 -0.356
H -9.017 -2.861 -1.632
H -9.098 -4.655 -2.172
H -8.430 -4.173 -0.466
H -6.413 -4.678 -1.828
H -6.461 -2.861 -1.593
H -6.301 -4.543 -4.120
H -7.961 -3.683 -4.194
H -5.858 -1.658 -3.412
H -6.785 -1.663 -5.003
H -4.228 -4.381 -2.927
H -2.288 -3.923 -1.075
H -3.261 -0.198 -4.943
H 0.048 -0.565 1.771
H 2.314 1.848 4.400
H 2.826 1.618 2.656
H 2.039 -0.701 2.505
H 1.227 -0.692 4.238
H 2.564 -2.306 6.191
H 2.595 -3.100 4.538
H 4.149 -3.164 5.522
H 3.982 0.093 6.685
H 4.192 1.439 5.460
H 5.577 0.194 5.756
H 5.443 0.716 2.217
H 7.118 -0.084 0.293
H 7.628 -2.711 -0.132
H 6.417 -4.550 1.421
H 4.746 -3.753 3.358
H -0.495 5.077 0.061
H -0.536 4.613 1.826
H 1.743 5.559 -0.074
H 2.637 2.956 0.637
H 2.686 3.754 2.385
H 3.702 4.406 1.003
H -1.382 4.553 -1.724
H -1.541 3.208 -2.949
H 0.357 3.872 -4.029
H 2.099 2.527 -2.911
H 2.689 4.260 -2.826
H 2.008 3.510 -1.299
H 0.782 5.920 -3.830
Na -7.019 -5.951 -4.891
```

The LUMO energy comes out at -4.875 eV. Its HOMO energy is -9.939 eV. As for the HOMO-LUMO gap: 0.18609 hartree. As for the net charge: +1.



DFT (ωB97M-V/def2-TZVPD) results for a structure of composition C35H41MnN6O6SSe2.

```
92
C35H41MnN6O6SSe2 (ωB97M-V/def2-TZVPD)
Mn 0.544 -0.252 -0.694
O 3.204 -1.061 3.038
C 2.293 -0.399 2.508
O 2.326 0.768 2.067
C 0.954 -1.136 2.365
C 0.578 -1.959 3.425
C -0.664 -2.561 3.427
C -1.510 -2.323 2.360
C -1.051 -1.545 1.315
N 0.171 -0.978 1.288
C -1.976 -1.235 0.153
O -3.143 -1.609 0.184
O -1.430 -0.535 -0.767
H 1.290 -2.087 4.227
H -0.968 -3.201 4.246
H -2.505 -2.736 2.281
C -4.081 0.678 -2.409
C -3.400 1.630 -3.385
N -3.295 1.078 -4.733
C -4.546 0.964 -5.481
C -5.003 -0.478 -5.653
C -2.166 0.738 -5.404
O -2.212 0.446 -6.596
C -0.839 0.638 -4.703
C 0.297 0.695 -5.504
C 1.532 0.432 -4.944
C 1.600 0.129 -3.594
N 0.527 0.111 -2.810
C -0.669 0.339 -3.358
H -4.154 1.131 -1.420
H -3.529 -0.253 -2.291
H -5.094 0.447 -2.742
H -2.411 1.913 -3.032
H -3.977 2.559 -3.462
H -4.408 1.426 -6.460
H -5.296 1.539 -4.936
H -4.266 -1.036 -6.227
H -5.953 -0.509 -6.189
H -5.133 -0.964 -4.687
H 0.180 0.898 -6.560
H 2.433 0.438 -5.540
H 2.543 -0.126 -3.125
H -1.493 0.209 -2.675
Se 3.779 3.529 -2.075
N 5.148 2.696 -1.298
C 4.683 1.555 -0.843
C 5.455 0.573 -0.138
C 4.810 -0.542 0.255
C 3.415 -0.717 -0.040
N 2.656 0.135 -0.669
C 3.270 1.296 -1.078
N 2.616 2.238 -1.716
H 6.502 0.756 0.064
H 5.304 -1.321 0.815
H 2.926 -1.634 0.260
C -2.460 3.790 -0.435
C -1.307 3.858 0.552
S 0.187 3.188 -0.212
O -0.170 1.740 -0.386
C 1.270 3.349 1.218
C 1.820 4.760 1.344
H -3.396 4.074 0.046
H -2.562 2.768 -0.801
H -2.296 4.454 -1.285
H -1.494 3.237 1.430
H -1.083 4.879 0.865
H 2.050 2.608 1.075
H 0.717 3.021 2.099
H 2.351 5.060 0.440
H 2.527 4.794 2.173
H 1.041 5.498 1.542
C -2.252 -6.541 1.967
C -1.408 -5.627 1.118
C -1.919 -5.029 -0.022
C -1.153 -4.178 -0.815
C -1.757 -3.611 -2.068
C 0.163 -3.885 -0.433
Se 1.202 -2.659 -1.481
C 0.708 -4.510 0.701
C 2.131 -4.279 1.127
C -0.084 -5.370 1.450
H -3.298 -6.501 1.662
H -2.196 -6.264 3.022
H -1.918 -7.579 1.885
H -2.950 -5.216 -0.305
H -2.796 -3.927 -2.166
H -1.190 -3.948 -2.939
H -1.723 -2.521 -2.072
H 2.301 -3.243 1.425
H 2.821 -4.498 0.311
H 2.376 -4.906 1.986
H 0.342 -5.835 2.335
```

As for the spin multiplicity: 2. As for the energy relative to the best compared isomer or geometry (same formula, charge and spin): 0.0 kJ/mol. The LUMO energy (alpha / beta) comes out at 1.078 / 1.071 eV. Its HOMO energy (alpha / beta) is -4.185 / -4.175 eV. As for the HOMO-LUMO gap (alpha / beta): 0.19343 / 0.19281 hartree. As for the net charge: -1.



DFT (ωB97M-V/def2-TZVPD) results for a structure of composition C35H41N4O2S2Tl at a distorted geometry.

```
85
C35H41N4O2S2Tl (ωB97M-V/def2-TZVPD)
Tl 0.331 0.412 0.424
O 1.169 2.261 -1.973
S 0.959 1.249 -2.989
O 1.886 1.340 -4.119
N 0.837 -0.151 -2.266
C 1.275 -1.349 -2.668
C 1.766 -1.649 -3.944
C 2.216 -2.919 -4.259
C 2.219 -3.935 -3.326
C 1.764 -3.686 -2.021
C 1.777 -4.665 -1.001
C 1.326 -4.327 0.258
C 0.841 -3.041 0.481
N 0.798 -2.107 -0.451
C 1.262 -2.397 -1.683
C -0.678 1.582 -3.674
C -1.129 0.909 -4.792
C -2.401 1.168 -5.274
C -3.210 2.097 -4.638
C -2.747 2.771 -3.520
C -1.476 2.511 -3.040
H 1.797 -0.856 -4.675
H 2.560 -3.119 -5.269
H 2.585 -4.923 -3.583
H 2.140 -5.666 -1.218
H 1.323 -5.059 1.059
H 0.450 -2.741 1.443
H -0.476 0.201 -5.277
H -2.768 0.635 -6.142
H -4.207 2.292 -5.016
H -3.384 3.478 -3.007
H -1.073 3.004 -2.173
C 3.656 -1.660 2.092
N 2.717 -0.678 2.567
C 3.356 0.600 2.754
C 2.024 -1.117 3.763
C 0.901 -0.190 4.178
C 0.811 0.173 5.518
C -0.215 0.995 5.956
C -1.133 1.468 5.033
C -1.016 1.108 3.698
C -0.012 0.261 3.208
H 4.475 -1.853 2.817
H 4.097 -1.310 1.159
H 3.140 -2.596 1.887
H 4.155 0.568 3.525
H 2.606 1.331 3.050
H 3.803 0.912 1.810
H 2.741 -1.235 4.609
H 1.610 -2.110 3.549
H 1.547 -0.181 6.242
H -0.291 1.271 7.007
H -1.941 2.120 5.364
H -1.736 1.515 2.996
C -2.915 -1.811 1.372
N -2.262 -1.906 0.088
C -2.107 -3.279 -0.314
C -2.975 -1.176 -0.944
C -3.225 0.273 -0.621
C -4.487 0.785 -0.900
C -4.774 2.118 -0.664
C -3.776 2.932 -0.156
C -2.517 2.404 0.095
C -2.178 1.061 -0.113
H -3.940 -2.235 1.349
H -2.968 -0.766 1.664
H -2.327 -2.346 2.119
H -3.083 -3.796 -0.466
H -1.542 -3.823 0.441
H -1.551 -3.317 -1.251
H -3.948 -1.678 -1.160
H -2.363 -1.226 -1.852
H -5.263 0.134 -1.304
H -5.765 2.515 -0.881
H -3.986 3.983 0.036
H -1.753 3.079 0.463
C 3.318 3.117 -0.094
S 1.803 3.645 0.738
C 2.590 4.741 1.987
H 4.084 2.913 0.652
H 3.648 3.885 -0.787
H 3.051 2.221 -0.644
H 2.982 5.637 1.512
H 3.384 4.200 2.491
H 1.815 5.005 2.698
```

As for the energy relative to the best compared isomer or geometry (same formula, charge and spin): 129.5 kJ/mol. The LUMO energy comes out at 4.401 eV. Its HOMO energy is 0.183 eV. As for the HOMO-LUMO gap: 0.15501 hartree. As for the net charge: -2.



Calculated total energy / Eh: -3550.25199; -2409.89680; -8490.50049; -2696.55954